No. 1
Entry from OMol25: a molecular structure, C45H64GeN4OsP3S2 (ωB97M-V/def2-TZVPD).

The geometry in XYZ format:
```
120
Properties=species:S:1:pos:R:3:forces:R:3
Os -0.2005 0.1704 0.2538 0.6 -2.8 0.4
C 2.1957 2.7516 3.0660 0.1 0.1 -0.1
C 2.8363 1.4669 2.5428 -0.3 0.0 0.5
C 2.9995 0.4659 3.6879 0.0 0.0 0.0
P 2.0862 0.7536 0.9876 0.6 1.7 -0.1
C 2.4129 2.1966 -0.1517 -0.9 0.3 -0.2
N 1.3663 3.2025 -0.0555 -1.3 -3.4 1.7
Ge -0.5082 2.5962 0.3994 0.7 2.0 -0.3
N -1.0074 2.9338 2.1834 0.0 -0.3 -0.2
C -1.2184 1.8347 3.0776 0.0 0.0 -0.1
P -1.4534 0.2130 2.2436 0.5 1.1 -0.3
C -0.7699 -0.9525 3.4686 -0.2 -0.4 -0.2
C -1.1740 -2.3700 3.0568 -0.1 -0.1 0.2
C -1.0527 -0.6969 4.9515 0.0 0.1 0.1
C -3.2764 0.0558 2.1725 0.0 -0.1 -0.4
C -3.8423 1.3127 1.4868 -0.1 0.0 0.2
C -3.9403 -0.1758 3.5299 0.0 0.0 0.1
C -0.6943 4.1602 2.7643 0.1 0.3 0.3
C -0.6390 4.4056 4.1364 0.0 -0.1 0.1
C -0.2171 5.6430 4.6136 0.0 0.0 0.0
C 0.1807 6.6482 3.7454 0.0 -0.1 0.1
C 0.1127 6.4219 2.3786 -0.1 0.0 -0.2
C -0.3538 5.2069 1.9089 -0.1 -0.2 -0.4
N -0.5701 4.8798 0.5018 -0.3 0.4 0.3
C 0.4763 5.3459 -0.3616 1.5 -0.8 -0.5
C 0.5217 6.5872 -0.9449 0.4 0.2 -0.3
C 1.6507 6.9596 -1.6746 0.6 -0.2 -0.2
C 2.7396 6.0739 -1.8407 -0.9 1.5 -0.1
C 2.6931 4.8155 -1.3174 -1.0 -1.0 0.8
C 1.5462 4.4102 -0.5699 0.1 2.7 -1.2
C -1.8997 5.2504 0.0261 0.3 -0.1 0.3
C -2.5212 6.4545 0.2999 0.2 0.0 0.1
C -3.7333 6.7506 -0.3030 -0.1 -0.1 -0.1
C -4.2959 5.8297 -1.1749 0.0 0.0 0.0
C -3.6919 4.5987 -1.4075 0.0 -0.1 0.0
C -2.4883 4.2773 -0.7745 -0.3 0.1 -0.1
N -1.8454 3.0435 -0.8613 0.3 -0.6 -0.2
C -2.5120 2.0349 -1.6549 0.3 0.4 0.1
P -1.8485 0.3312 -1.4550 -0.8 1.0 -0.1
C -3.4092 -0.6344 -1.2597 0.1 -0.4 0.1
C -3.1556 -2.1271 -1.0428 -0.1 0.0 0.0
C -4.4662 -0.4256 -2.3535 0.1 0.1 -0.1
C -1.0213 -0.0303 -3.0476 0.3 -0.1 0.0
C -1.8717 0.1056 -4.3096 0.0 0.1 0.0
C 0.2330 0.8570 -3.1021 -0.1 0.0 0.0
C 3.4624 -0.4053 0.5196 -0.5 -0.7 -0.4
C 3.2445 -1.7983 1.1274 0.2 0.1 0.0
C 3.6582 -0.5251 -0.9981 0.2 0.1 0.1
H 2.9210 3.2689 3.6996 0.0 -0.1 0.0
H 1.3269 2.5392 3.6846 0.0 0.0 0.0
H 1.8956 3.4516 2.2858 0.1 -0.1 0.0
H 3.8376 1.7221 2.1850 0.0 0.0 -0.2
H 2.0355 0.0775 4.0298 0.1 0.0 0.0
H 3.4599 0.9799 4.5348 0.0 0.0 0.0
H 3.6454 -0.3728 3.4312 0.0 0.0 0.0
H 2.4863 1.8198 -1.1724 0.2 -0.1 -0.1
H 3.3754 2.6309 0.1177 0.2 0.0 0.1
H -2.1031 2.0280 3.6909 0.0 -0.2 0.2
H -0.3760 1.6835 3.7613 0.0 0.1 0.1
H 0.2989 -0.8302 3.2952 0.2 0.0 0.0
H -2.2072 -2.5811 3.3500 0.1 0.0 0.0
H -0.5359 -3.1088 3.5471 -0.1 0.0 0.0
H -1.0981 -2.5053 1.9809 0.0 -0.1 -0.2
H -2.0464 -1.0376 5.2381 0.1 0.0 0.0
H -0.9565 0.3530 5.2370 0.0 -0.1 0.0
H -0.3298 -1.2626 5.5441 0.0 0.0 0.0
H -3.4582 -0.8187 1.5400 -0.1 0.0 0.0
H -3.9348 2.1343 2.2021 0.0 -0.1 -0.1
H -4.8396 1.1061 1.0912 0.0 0.0 0.1
H -3.2126 1.6657 0.6701 -0.1 0.0 0.1
H -3.6417 0.5721 4.2698 -0.1 -0.1 -0.1
H -3.7243 -1.1650 3.9310 -0.1 0.1 0.0
H -5.0233 -0.1000 3.4047 0.1 0.0 0.0
H -0.9189 3.6325 4.8418 0.0 0.1 0.0
H -0.1838 5.8140 5.6834 0.0 0.0 -0.1
H 0.5204 7.6047 4.1235 0.0 -0.1 0.0
H 0.4189 7.1983 1.6861 0.0 -0.1 0.0
H -0.3107 7.2711 -0.8371 0.1 0.0 0.0
H 1.6929 7.9495 -2.1134 0.0 -0.1 0.0
H 3.6114 6.3884 -2.4015 -0.1 0.1 0.0
H 3.5120 4.1282 -1.4845 0.0 0.0 0.0
H -2.0655 7.1642 0.9819 0.0 -0.1 -0.1
H -4.2213 7.6954 -0.1078 0.0 0.0 0.0
H -5.2300 6.0637 -1.6723 0.1 0.0 0.0
H -4.1574 3.8980 -2.0884 0.0 0.1 0.0
H -2.4473 2.2863 -2.7181 -0.1 0.0 0.0
H -3.5727 1.9807 -1.3940 -0.1 0.0 -0.1
H -3.7978 -0.2215 -0.3307 -0.1 0.1 -0.1
H -2.7045 -2.5843 -1.9283 0.0 0.0 0.0
H -4.1066 -2.6332 -0.8562 0.1 0.0 0.0
H -2.4996 -2.3111 -0.1904 0.0 0.0 0.0
H -4.2695 -1.0591 -3.2186 0.0 0.1 0.1
H -4.5492 0.6071 -2.6983 0.0 -0.1 0.0
H -5.4405 -0.7178 -1.9563 0.1 0.0 0.0
H -0.7027 -1.0708 -2.9609 0.0 0.0 -0.1
H -2.4154 1.0516 -4.3677 0.1 -0.1 0.0
H -2.5869 -0.7083 -4.4048 0.0 0.0 0.0
H -1.2100 0.0598 -5.1787 0.0 0.0 0.1
H -0.0273 1.9176 -3.1928 0.1 -0.1 0.1
H 0.8497 0.5824 -3.9612 0.0 0.0 0.1
H 0.8503 0.7304 -2.1996 0.0 0.1 0.0
H 4.3565 0.0379 0.9609 -0.1 0.1 0.1
H 2.5172 -2.3513 0.5386 0.1 0.0 0.0
H 2.8904 -1.7704 2.1591 0.0 0.0 0.0
H 4.1840 -2.3563 1.1064 -0.1 0.0 0.0
H 2.7195 -0.7560 -1.5071 0.0 0.0 0.0
H 4.3473 -1.3464 -1.2086 0.0 0.0 0.0
H 4.0886 0.3783 -1.4370 -0.1 -0.1 0.0
S -0.5797 -3.9957 -3.0247 0.1 0.1 0.3
C -0.0251 -4.5151 -1.5047 0.1 0.1 -0.1
C 0.1409 -5.9094 -1.2938 0.0 0.2 0.0
C 0.6373 -6.3997 -0.1075 0.0 -0.1 -0.1
C 0.9492 -5.5227 0.9311 0.1 0.1 0.2
C 0.7903 -4.1533 0.7796 -0.2 -0.2 0.1
C 0.3188 -3.6204 -0.4173 0.0 0.1 -0.3
S 0.3117 -1.8954 -0.7053 -0.4 -0.2 0.2
H -0.1183 -6.5790 -2.1042 0.0 0.1 0.0
H 0.7971 -7.4651 0.0140 -0.1 0.1 0.0
H 1.3307 -5.9137 1.8682 0.0 0.1 -0.1
H 1.0776 -3.4942 1.5801 -0.1 0.1 0.1
```
Forces are in eV/Å.

As for the expectation value of S²: 1.165. The multiplicity is 2. Its net charge is +2. The energy above the lowest of the compared OMol25 structures with the same formula, charge and spin comes out at 11.9 kcal/mol.

Atom charges from the Löwdin analysis, given in e for atoms 1 to 8: 0.475 -0.079 -0.500 -0.089 0.959 -0.359 -0.174 0.797


No. 2
Entry from OMol25: a molecular structure, C20H25F6N2O4PS2V (ωB97M-V/def2-TZVPD).

The geometry in XYZ format:
```
61
Properties=species:S:1:pos:R:3:forces:R:3
V -0.6996 0.4928 -1.2267 1.6 0.1 0.9
O -0.5217 0.9047 0.8712 -0.3 -0.4 -0.5
S -0.1116 2.1839 1.5881 0.1 0.3 0.0
C 1.7132 2.2637 1.6070 0.0 0.0 0.0
C 2.4966 1.0736 2.1510 0.0 0.0 0.0
C 2.2990 -0.2709 1.4397 0.0 0.0 -0.1
C 2.8662 -0.2564 0.0158 0.0 -0.1 -0.1
S 2.0205 -1.3573 -1.1447 0.0 0.0 0.0
O 0.5069 -0.6658 -1.0123 -0.3 -0.4 0.1
C 1.8603 -2.9004 -0.3373 0.2 0.2 0.0
C 2.9909 -3.3540 0.3556 -0.1 0.0 0.0
C 3.0027 -4.6708 0.7883 0.0 0.1 0.0
C 1.9098 -5.4937 0.5488 0.0 0.0 0.0
C 0.7969 -5.0215 -0.1439 -0.1 0.0 0.0
C 0.7724 -3.7248 -0.6215 0.0 -0.1 -0.1
C -0.5518 1.9807 3.2888 0.0 -0.1 0.0
C -1.2954 0.8796 3.7264 0.0 0.0 -0.1
C -1.6845 0.8497 5.0427 0.0 -0.1 -0.1
C -1.3770 1.9469 5.9121 0.0 0.1 0.1
C -0.6293 3.0511 5.4570 0.0 0.1 -0.1
C -0.2369 3.0870 4.1502 0.0 0.1 0.1
H 1.9387 3.1812 2.1559 0.0 0.0 0.0
H 1.9245 2.4863 0.5576 0.0 0.0 0.0
H 2.2947 0.9404 3.2152 0.0 0.0 0.0
H 3.5467 1.3779 2.0907 0.0 0.0 0.0
H 1.2403 -0.5280 1.4105 0.0 0.0 0.0
H 2.7904 -1.0473 2.0221 0.0 0.0 0.0
H 3.9231 -0.5305 -0.0579 0.0 0.0 0.0
H 2.7701 0.7046 -0.4980 0.0 0.0 0.0
H 3.8550 -2.7298 0.5327 0.0 0.0 0.0
H 3.8686 -5.0504 1.3137 0.0 0.0 0.0
H 1.9273 -6.5189 0.8954 0.0 0.0 0.0
H -0.0430 -5.6775 -0.3276 0.0 0.0 0.0
H -0.0752 -3.3685 -1.1933 0.0 0.0 0.0
H -1.5372 0.0759 3.0450 0.0 0.0 0.0
H -2.2272 0.0030 5.4446 0.0 0.0 0.0
H -1.7548 1.9329 6.9290 0.0 0.0 0.0
H -0.4074 3.8688 6.1302 0.0 0.0 0.0
H 0.2834 3.9536 3.7592 0.0 0.0 0.0
C -1.4114 -0.4713 -5.4580 0.0 0.0 0.0
C -1.3768 -0.2798 -3.9983 0.0 0.0 0.0
N -0.4583 0.2984 -3.3032 -0.1 0.2 0.0
O 0.6828 0.7808 -3.8543 0.1 0.0 0.0
C -2.4928 -0.7629 -3.0858 0.0 0.1 0.0
C -3.7224 -1.4694 -3.4922 0.0 0.0 0.0
N -2.1364 -0.4297 -1.9082 -0.4 -0.2 -0.4
O -2.2975 -0.3537 -0.6440 -0.4 0.0 0.3
H -0.4427 -0.2912 -5.9191 0.0 0.0 0.0
H -2.1519 0.2095 -5.8961 0.0 0.0 0.0
H -1.7395 -1.4858 -5.6957 0.0 0.0 0.0
H 0.4699 1.4265 -4.5543 0.0 0.0 0.0
H -4.2356 -0.8846 -4.2618 0.0 0.0 0.0
H -4.3894 -1.6326 -2.6489 0.0 0.0 0.0
H -3.4589 -2.4306 -3.9451 0.0 0.0 0.0
F 0.1681 2.0024 -1.3856 -0.2 0.2 -0.1
P -1.8748 3.6637 -1.6429 -0.3 0.0 -0.1
F -0.9741 4.2108 -2.7719 0.0 0.0 0.1
F -1.0640 4.4556 -0.5775 0.0 0.0 -0.1
F -2.2249 2.6029 -0.4715 0.1 0.1 0.0
F -3.1785 4.4037 -1.7741 0.0 0.0 0.0
F -2.1364 2.3653 -2.5929 0.1 0.1 0.0
```
Forces are in eV/Å.

As for the expectation value of S²: 0.770. The multiplicity is 2. Its net charge is +4. The energy above the lowest of the compared OMol25 structures with the same formula, charge and spin comes out at 53.5 kcal/mol.

Atom charges from the Löwdin analysis, given in e for atoms 1 to 8: 1.147 -0.549 1.137 -0.252 -0.171 -0.196 -0.267 1.318


No. 3
Entry from OMol25: a molecular structure, C11H18ClGdO3SYb (ωB97M-V/def2-TZVPD).

The geometry in XYZ format:
```
36
Properties=species:S:1:pos:R:3:forces:R:3
Gd -0.2909 0.6041 0.8850 0.5 -1.5 -3.0
Cl -0.8149 2.8394 -0.1751 -0.2 0.7 -0.6
C -2.3854 -0.2461 0.9959 -1.3 0.1 0.6
H -2.5547 -0.8036 1.9223 -0.2 0.0 0.0
H -2.6074 -0.8733 0.1330 0.1 -0.1 -0.1
H -3.0277 0.6536 0.9742 0.0 -0.4 0.0
Yb 0.6464 0.0909 -3.3705 -0.1 -0.8 2.4
C 2.7795 0.8121 -3.5680 1.3 0.6 -0.4
C -0.9448 -0.0478 -4.8982 -0.7 0.2 -0.9
C 0.5072 -1.6053 -1.9185 0.1 -1.5 3.2
H -1.3527 -1.0599 -4.8664 -0.1 -0.1 -0.1
H -1.7700 0.6569 -4.7626 -0.1 0.0 -0.2
H -0.4936 0.1237 -5.8759 -0.2 0.0 -0.5
H 3.4403 0.0104 -3.1579 -0.3 0.5 -0.2
H 3.0436 0.9475 -4.6395 0.2 0.0 0.4
H 3.0377 1.7619 -3.0407 0.0 -0.6 -0.3
H -0.3784 -2.2232 -1.3368 2.0 1.3 -1.5
H 1.5223 -2.0143 -1.3781 -2.1 0.9 -1.1
C -0.3347 0.7879 8.9091 0.0 0.0 0.2
C -0.0060 0.7072 7.4424 -0.4 -0.3 0.0
C 0.2380 -0.5373 6.8572 0.4 0.0 -0.8
C 0.6442 -0.6219 5.5148 -0.2 0.1 0.5
C 0.7720 0.5423 4.7474 -0.6 0.0 1.9
C 0.4198 1.7796 5.3034 -0.1 -0.6 0.7
C 0.0170 1.8504 6.6505 0.5 -0.2 -0.8
S 1.4749 0.4643 3.1801 -1.5 0.8 -3.5
O 2.8928 0.5624 3.2486 0.4 -0.2 0.5
O 0.9441 -0.7668 2.4623 0.8 1.6 1.6
O 0.8303 1.6772 2.4415 1.8 -1.4 2.6
H -1.2236 0.2009 9.1712 0.1 0.1 -0.1
H 0.4926 0.4010 9.5134 -0.1 0.0 -0.1
H -0.4996 1.8247 9.2068 -0.1 -0.1 0.0
H 0.1506 -1.4480 7.4551 0.0 0.3 -0.2
H 0.8617 -1.5872 5.0666 0.0 0.1 0.0
H 0.4582 2.6677 4.7026 0.1 0.2 -0.2
H -0.2416 2.8116 7.0843 0.0 -0.1 -0.1
```
Forces are in eV/Å.

As for the expectation value of S²: 20.409. The multiplicity is 9. Its net charge is -1. Its electronic energy is -93561.166 eV.

Atom charges from the Löwdin analysis, given in e for atoms 1 to 8: 1.082 -0.292 -0.369 -0.040 -0.035 -0.039 1.313 -0.396


No. 4
Entry from OMol25: a single C2H3F3O molecule (ωB97M-V/def2-TZVPD).

The geometry in XYZ format:
```
9
Properties=species:S:1:pos:R:3:forces:R:3
C -0.5411 -0.9978 -0.1095 2.8 3.5 2.5
C 0.2574 0.3382 -0.1262 -0.4 -1.7 -1.1
F 1.5461 0.0914 -0.3077 1.5 -0.5 0.1
F -0.0791 1.0705 -1.1914 -0.7 0.8 -0.5
O 0.0618 0.9932 1.0339 -0.3 0.8 1.2
F 0.9149 2.1352 1.0187 -0.3 -0.3 -0.1
H -0.5859 -1.2673 -1.0597 0.5 -1.9 -4.1
H -1.4869 -0.7699 0.1246 -3.7 0.8 1.3
H -0.0872 -1.5933 0.6174 0.6 -1.4 0.7
```
Forces are in eV/Å.

As for the SMILES: CC(F)(F)OF. The energy above the lowest of the compared OMol25 structures with the same formula, charge and spin comes out at 87.5 kcal/mol.

Atom charges from the natural (NBO) analysis, given in e for atoms 1 to 8: -0.635 0.869 -0.326 -0.332 -0.135 -0.123 0.230 0.222